{"formula": "C7H11N3", "method": "ωB97M-V/def2-TZVPD", "e_tot_ev": -11905.4146, "multiplicity": 1, "e_homo_ha": -0.255, "gap_ev": 7.7968, "charge": 0, "elements": ["C", "C", "C", "C", "C", "C", "C", "N", "N", "N", "H", "H", "H", "H", "H", "H", "H", "H", "H", "H", "H"], "positions_angstrom": [[0.629, -0.876, -1.229], [1.496, -0.586, -0.141], [-0.601, -0.263, -1.129], [0.996, 0.245, 0.776], [-3.017, 1.282, 0.340], [-1.720, 1.146, 0.624], [2.883, -1.146, -0.042], [-0.742, 0.467, -0.013], [-1.551, -0.292, -2.132], [1.184, 0.788, 1.978], [0.916, -1.490, -2.061], [-3.646, 1.857, 0.997], [-3.499, 0.853, -0.521], [-1.343, 1.623, 1.530], [2.877, -2.035, 0.590], [3.241, -1.425, -1.029], [3.563, -0.420, 0.396], [-1.474, -1.073, -2.765], [-2.494, -0.077, -1.854], [0.734, 0.336, 2.766], [1.148, 1.799, 2.032]], "lowdin_charge": [-0.04, -0.29, -0.38, -0.12, -0.01, -0.23, -0.04, 0.05, 0.14, 0.09, 0.10, 0.04, 0.02, 0.10, 0.08, 0.07, 0.08, 0.09, 0.06, 0.10, 0.10]}

***

{"formula": "C21H35NOP2PdS", "method": "ωB97M-V/def2-TZVPD", "e_tot_ev": -58765.8271, "multiplicity": 5, "e_homo_ha": [-0.065, -0.231], "gap_ev": [2.0332, 6.0486], "charge": 0, "s_squared": 6.019, "elements": ["Pd", "P", "P", "N", "H", "C", "H", "H", "H", "C", "H", "H", "H", "C", "H", "H", "H", "C", "H", "H", "H", "C", "H", "H", "H", "C", "H", "H", "H", "C", "C", "C", "C", "C", "C", "H", "H", "H", "H", "H", "C", "O", "C", "H", "H", "H", "C", "H", "H", "H", "S", "C", "C", "C", "C", "C", "C", "H", "H", "H", "H", "H"], "positions_angstrom": [[1.513, 1.869, -0.773], [2.759, -0.047, -2.471], [-2.675, 0.338, 2.179], [1.471, 0.965, -2.579], [-0.320, -1.017, 3.136], [2.271, -1.572, -1.694], [2.805, -2.379, -2.214], [1.190, -1.731, -1.789], [2.546, -1.545, -0.635], [4.066, 0.686, -1.503], [4.709, -0.156, -1.220], [3.662, 1.195, -0.601], [4.631, 1.396, -2.116], [3.430, -0.367, -4.092], [4.371, -0.912, -3.932], [3.636, 0.574, -4.615], [2.756, -0.979, -4.700], [-4.318, -0.067, 2.776], [-5.014, 0.727, 2.481], [-4.314, -0.157, 3.872], [-4.651, -1.026, 2.352], [-2.136, 2.021, 2.461], [-2.173, 2.251, 3.536], [-2.818, 2.699, 1.915], [-1.109, 2.136, 2.072], [-2.386, -0.080, 0.453], [-3.096, 0.482, -0.175], [-2.532, -1.156, 0.285], [-1.362, 0.206, 0.161], [0.238, 0.702, -3.173], [-1.233, -0.514, -4.679], [0.008, -0.402, -4.052], [-0.795, 1.602, -2.883], [-2.037, 1.472, -3.511], [-2.244, 0.434, -4.429], [-1.407, -1.350, -5.368], [0.798, -1.149, -4.219], [-0.545, 2.381, -2.148], [-2.825, 2.194, -3.297], [-3.198, 0.349, -4.959], [1.023, 0.049, 2.232], [0.593, 0.861, 1.363], [1.590, -1.279, 1.812], [1.840, -1.899, 2.680], [2.520, -1.087, 1.253], [0.873, -1.815, 1.179], [1.368, 0.514, 3.622], [1.440, -0.321, 4.322], [0.636, 1.234, 3.984], [2.336, 1.036, 3.609], [-1.696, -1.278, 3.340], [-1.511, -1.266, 5.163], [-0.885, -2.403, 5.683], [-0.716, -2.524, 7.060], [-1.176, -1.512, 7.906], [-1.821, -0.388, 7.380], [-1.983, -0.247, 5.995], [-0.567, -3.177, 4.986], [-0.218, -3.401, 7.463], [-1.046, -1.603, 8.984], [-2.218, 0.374, 8.050], [-2.438, 0.636, 5.545]], "lowdin_charge": [0.59, 0.69, 0.63, -0.29, -0.05, -0.18, 0.06, 0.06, 0.01, -0.21, 0.06, 0.03, 0.06, -0.18, 0.06, 0.07, 0.05, -0.25, 0.06, 0.04, 0.06, -0.22, 0.05, 0.06, 0.04, -0.23, 0.05, 0.06, 0.04, -0.41, -0.19, -0.14, -0.15, -0.19, -0.16, 0.08, 0.05, 0.06, 0.06, 0.08, -0.67, -0.21, -0.09, 0.08, 0.06, 0.07, -0.08, 0.07, 0.07, 0.08, 0.80, -0.50, -0.12, -0.08, -0.09, -0.08, -0.10, 0.10, 0.11, 0.10, 0.11, 0.09]}

***

{"formula": "C2H4O2", "method": "ωB97M-V/def2-TZVPD", "e_tot_ev": -6232.9469, "multiplicity": 1, "e_homo_ha": -0.377, "gap_ev": 11.1526, "charge": 0, "elements": ["C", "O", "C", "O", "H", "H", "H", "H"], "positions_angstrom": [[-0.198, -0.073, 1.095], [-1.216, 0.458, 0.278], [0.660, 0.136, -2.100], [1.334, -0.554, -2.695], [0.806, 0.090, 0.677], [-0.330, -1.154, 1.245], [-0.231, 0.414, 2.076], [-0.825, 0.683, -0.574]], "lowdin_charge": [-0.19, -0.15, 0.06, 0.08, 0.06, 0.08, 0.08, -0.02]}

***

{"formula": "C29H22N6O2ScSe", "method": "ωB97M-V/def2-TZVPD", "e_tot_ev": -129517.9895, "multiplicity": 1, "e_homo_ha": [-0.182, -0.158], "gap_ev": [6.0933, 5.6155], "charge": -1, "elements": ["Sc", "C", "C", "O", "C", "C", "C", "N", "N", "C", "O", "C", "C", "C", "C", "C", "C", "H", "H", "H", "H", "H", "H", "H", "H", "H", "H", "H", "H", "N", "C", "C", "C", "C", "C", "C", "C", "C", "C", "C", "C", "C", "N", "C", "C", "C", "C", "N", "H", "H", "H", "H", "H", "H", "H", "H", "H", "H", "Se", "C", "N"], "positions_angstrom": [[-0.439, -0.178, 0.032], [-3.886, 0.375, -1.336], [-2.483, -0.170, -1.604], [-2.126, -1.047, -0.590], [-1.205, -1.627, -3.399], [0.024, -1.917, -2.898], [0.954, -2.767, -3.729], [0.471, -1.518, -1.658], [1.671, -2.013, -1.353], [1.982, -1.805, -0.075], [1.205, -1.266, 0.778], [3.323, -2.260, 0.374], [4.226, -2.849, -0.509], [5.473, -3.250, -0.059], [5.829, -3.067, 1.272], [4.931, -2.481, 2.153], [3.682, -2.078, 1.707], [-3.881, 0.858, -0.359], [-4.209, 1.094, -2.091], [-4.587, -0.460, -1.304], [-1.366, -2.057, -4.385], [0.495, -2.990, -4.691], [1.901, -2.254, -3.893], [1.193, -3.700, -3.218], [3.934, -2.982, -1.541], [6.173, -3.705, -0.748], [6.805, -3.380, 1.620], [5.205, -2.335, 3.190], [2.968, -1.619, 2.378], [0.649, 7.399, -7.272], [0.527, 6.596, -6.458], [0.372, 5.592, -5.440], [-0.825, 5.496, -4.733], [-0.966, 4.526, -3.758], [0.067, 3.630, -3.469], [1.261, 3.747, -4.186], [1.418, 4.714, -5.161], [-0.099, 2.594, -2.429], [-1.197, 1.684, -2.518], [-1.917, 1.487, -3.796], [-2.488, 0.308, -4.030], [-2.405, -0.801, -2.998], [-1.492, 0.912, -1.512], [0.853, 2.525, -1.395], [1.895, 3.469, -1.136], [2.593, 3.010, -0.040], [1.968, 1.810, 0.344], [0.935, 1.509, -0.456], [-1.630, 6.186, -4.946], [-1.889, 4.461, -3.194], [2.067, 3.057, -3.972], [2.344, 4.790, -5.716], [-1.896, 2.257, -4.554], [-2.948, 0.101, -4.991], [-3.278, -1.456, -3.099], [2.069, 4.380, -1.687], [3.437, 3.472, 0.446], [2.226, 1.160, 1.169], [-0.771, 1.626, 4.774], [-0.866, 0.994, 3.116], [-0.931, 0.580, 2.026]], "lowdin_charge": [1.01, 0.00, -0.65, -0.23, 0.02, -0.30, -0.06, 0.01, 0.07, -0.42, -0.11, -0.14, -0.03, -0.09, -0.10, -0.08, -0.02, 0.09, 0.08, 0.09, 0.10, 0.07, 0.07, 0.07, 0.10, 0.10, 0.09, 0.10, 0.12, 0.14, -0.19, -0.24, -0.03, -0.02, -0.19, -0.02, -0.02, -0.06, -0.21, 0.00, -0.03, -0.22, 0.07, -0.23, -0.04, -0.08, -0.14, -0.01, 0.12, 0.13, 0.13, 0.12, 0.10, 0.11, 0.15, 0.10, 0.09, 0.11, 0.42, -0.95, -0.02]}

***

{"formula": "C3H5NS2", "method": "ωB97M-V/def2-TZVPD", "e_tot_ev": -26348.5540, "multiplicity": 1, "e_homo_ha": -0.315, "gap_ev": 8.1387, "charge": 0, "elements": ["C", "C", "C", "H", "H", "H", "H", "H", "N", "S", "S"], "positions_angstrom": [[2.185, -0.813, -0.238], [-0.967, 1.072, 0.462], [-1.753, -0.259, 0.172], [2.588, -0.217, -1.257], [2.745, -1.675, 0.182], [-1.347, 2.008, -0.366], [-0.757, 1.210, 1.446], [-1.131, -1.240, -0.003], [1.082, -0.629, 0.325], [0.679, 0.822, -0.405], [-3.324, -0.279, -0.318]], "lowdin_charge": [-0.29, -0.48, -0.74, 0.11, 0.08, 0.15, 0.01, 0.06, -0.35, 0.82, 0.62]}

***

Which formula does entry 4 have? C29H22N6O2ScSe